Here is the molecule C2H5N5 in a non-equilibrium geometry from OMol25. Energies are from ωB97M-V/def2-TZVPD.

ORCA input file:
```
! wB97M-V def2-TZVPD RIJCOSX def2/J DEFGRID3
* xyz 0 1
C -2.15341 -0.07608 0.16944
N -0.63116 -0.22154 -0.27486
N -0.10760 -1.44849 -0.13249
N 1.24712 -1.35976 0.05125
N 1.64464 -0.05218 0.18837
C 0.43313 0.59990 0.02231
N 0.26411 2.03904 -0.12176
H -2.25895 -0.00353 1.25332
H -2.84188 0.51437 -0.61450
H -2.61130 -1.11030 -0.07848
H 1.27884 2.37468 -0.44453
H -0.16481 2.38223 0.76016
*
```

The calculation puts the frontier orbital gap at 10.1 eV. The value obtained for the energy above the lowest of the compared OMol25 structures with the same formula, charge and spin is 350.93 kJ/mol. Its molar mass is 99.1 g/mol. The HOMO energy is -9.63 eV. The electronic energy is -9602.384 eV.

Atomic partial charges in e from the Mulliken method, atoms 1 to 6: -0.7555, 0.4210, -0.3730, -0.2676, -0.2950, 0.2500

=====

Here is the molecule C3H6N4O in a non-equilibrium geometry from OMol25. Energies are from ωB97M-V/def2-TZVPD.

ORCA input file:
```
! wB97M-V def2-TZVPD RIJCOSX def2/J DEFGRID3
* xyz 0 1
N 1.65262 -1.03792 1.05102
N 1.02499 -0.44274 -0.05379
C 1.35605 0.93220 0.05500
C 0.26044 1.66738 -0.21068
C -0.88925 0.78465 -0.29956
O -2.03540 1.07200 -0.53102
N -0.42151 -0.49463 0.07421
N -1.05313 -1.66041 -0.34431
H 0.99080 -1.06761 1.80034
H 1.76363 -1.94323 0.68362
H 2.36770 1.19930 0.34444
H 0.21072 2.72684 -0.38872
H -1.24382 -2.20196 0.51952
H -0.59013 -2.14483 -1.06950
*
```

The calculation puts the frontier orbital gap at 9.7 eV. The value obtained for the energy above the lowest of the compared OMol25 structures with the same formula, charge and spin is 343.05 kJ/mol. Its molar mass is 114.1 g/mol. The HOMO energy is -9.20 eV. The electronic energy is -11213.221 eV.

Atomic partial charges in e from the Mulliken method, atoms 1 to 6: -0.6569, 0.0993, -0.2562, -0.4853, 0.3959, -0.5836

=====

Here is a structure of composition C11H23O3P2Ru in a non-equilibrium geometry from OMol25. Energies are from ωB97M-V/def2-TZVPD.

ORCA input file:
```
! wB97M-V def2-TZVPD RIJCOSX def2/J DEFGRID3
* xyz 0 6
C 0.90514 -0.86577 -3.27630
C -0.06744 0.01863 -3.93015
C 0.10361 1.34121 -3.47467
C 1.28738 1.42733 -2.66775
C 1.94196 0.11115 -2.68662
Ru 0.46227 -0.34726 -1.30979
P 1.59664 -2.28503 -0.85690
H 0.85851 -1.97733 -3.44474
H -0.78040 -0.36198 -4.65168
H -0.59495 2.16278 -3.66919
H 2.99447 0.01369 -2.36479
H 1.62724 2.34221 -2.19476
H 2.91415 -2.41238 -0.29587
H 1.69971 -3.24464 -1.95171
H 0.76185 -3.11761 0.05775
C -0.42234 3.56942 1.95822
C -0.10883 3.01599 0.59201
O -1.15993 2.09008 0.12800
P -0.87654 0.51484 0.21585
O -0.27830 0.40507 1.68959
C 0.34700 -0.77857 2.35206
C 1.77927 -0.54353 2.70909
O -2.35176 -0.09631 0.17851
C -2.84059 -1.15186 1.05701
C -2.38410 -2.50534 0.60295
H -1.43565 3.97036 1.98840
H 0.30885 4.34505 2.21190
H -0.39269 2.77812 2.71166
H -0.06696 3.79265 -0.17981
H 0.84673 2.47197 0.61376
H -0.28593 -0.97173 3.22197
H 0.30319 -1.61980 1.65192
H 1.93623 0.27645 3.41279
H 2.16191 -1.45981 3.17177
H 2.39086 -0.31553 1.84443
H -2.48841 -0.92057 2.07731
H -3.92355 -1.04610 1.05643
H -1.43521 -2.77945 1.06125
H -3.08838 -3.29226 0.86820
H -2.24503 -2.55418 -0.47810
*
```

The calculation puts the frontier orbital gap (alpha / beta) at 4.1 / 6.9 eV. The value obtained for the energy above the lowest of the compared OMol25 structures with the same formula, charge and spin is 30.31 kJ/mol. Its molar mass is 366.3 g/mol. Its expectation value of S² is 8.7704. The HOMO energy (alpha / beta) is -3.31 / -8.05 eV. The electronic energy is -39075.265 eV.

Atomic partial charges in e from the Mulliken method, atoms 1 to 6: -0.8147, -0.0954, -0.3900, -0.5500, -0.5904, 0.1641

=====

Here is a structure of composition C51H48AsN2O2OsPSSe in a non-equilibrium geometry from OMol25. Energies are from ωB97M-V/def2-TZVPD.

ORCA input file:
```
! wB97M-V def2-TZVPD RIJCOSX def2/J DEFGRID3
* xyz 2 1
Os 0.52983 -0.36797 0.18711
C -3.45578 -6.61433 1.94281
C -2.69916 -5.33050 2.12253
C -1.58131 -5.04681 1.33435
C -0.88489 -3.86392 1.48634
C -1.31675 -2.94909 2.44070
C -2.42002 -3.20689 3.24993
C -3.09983 -4.39974 3.08170
S -0.55532 -1.39800 2.57843
O -0.84025 -0.82377 3.84684
O 0.86710 -1.47923 2.09606
N -1.08521 -0.49795 1.33628
C -2.07575 0.48035 1.27703
C -3.22015 0.61159 2.01280
C -4.11129 1.66598 1.71261
C -3.85102 2.55594 0.70635
C -2.64380 2.46437 -0.03009
C -2.26294 3.36714 -1.04547
C -1.03669 3.24143 -1.64169
C -0.17179 2.21936 -1.23202
N -0.50684 1.32739 -0.31084
C -1.75220 1.43051 0.28322
H -2.80966 -7.40475 1.56472
H -4.26793 -6.47594 1.22563
H -3.89924 -6.94433 2.88062
H -1.24447 -5.77047 0.60217
H -0.00376 -3.66313 0.89411
H -2.71765 -2.49619 4.00936
H -3.94718 -4.62159 3.71816
H -3.44193 -0.08304 2.81216
H -5.02091 1.75863 2.29014
H -4.55093 3.34675 0.46995
H -2.93825 4.16627 -1.32624
H -0.71153 3.92348 -2.41416
H 0.82473 2.13708 -1.64454
C 7.48934 1.25097 2.61070
C 6.29409 0.94007 1.76668
C 6.43184 0.33048 0.51959
C 5.34248 0.01607 -0.26480
C 5.57312 -0.60189 -1.61788
C 4.04100 0.30807 0.24224
Se 2.64407 -0.21183 -0.86753
C 3.87861 0.96867 1.49473
C 2.56508 1.41051 2.07630
C 5.01217 1.26317 2.21972
H 8.41311 0.93380 2.13276
H 7.40743 0.75108 3.57764
H 7.54963 2.32308 2.80735
H 7.42525 0.09838 0.15598
H 6.62508 -0.84878 -1.73949
H 5.28924 0.09230 -2.41230
H 4.99394 -1.51329 -1.76217
H 1.70116 0.94753 1.60195
H 2.45199 2.49126 1.96518
H 2.52384 1.18219 3.14021
H 4.90750 1.76910 3.17314
C 0.35141 -0.57938 -3.25855
C -0.09540 -1.28085 -4.53890
As 0.46056 -0.15561 -6.06333
C 0.18872 -1.41620 -7.51406
C 0.60499 -2.74474 -7.45457
C 0.38063 -3.59482 -8.52565
C -0.26100 -3.12298 -9.66494
C -0.66697 -1.80013 -9.73502
C -0.44448 -0.94797 -8.65990
C 2.39400 -0.29941 -5.80442
C 3.17472 0.72986 -6.32361
C 4.56024 0.68473 -6.23203
C 5.17994 -0.39156 -5.61501
C 4.41148 -1.42184 -5.08860
C 3.02678 -1.37189 -5.17677
P -0.36707 -1.24589 -1.72990
C -2.14001 -0.96022 -1.81964
C -2.66341 -0.00437 -2.68980
C -4.01752 0.29600 -2.65565
C -4.84817 -0.34222 -1.74655
C -4.33345 -1.30588 -0.88652
C -2.98401 -1.61410 -0.91867
C -0.11180 -3.03015 -1.86865
C -1.09501 -3.83881 -2.43904
C -0.86862 -5.19796 -2.59861
C 0.33198 -5.75888 -2.18628
C 1.31264 -4.96057 -1.61060
C 1.09318 -3.60037 -1.45559
H 0.12676 0.49227 -3.29440
H 1.43361 -0.66177 -3.15450
H -1.17993 -1.38771 -4.59660
H 0.33046 -2.28181 -4.60101
H 1.12540 -3.12155 -6.58133
H 0.70990 -4.62472 -8.47620
H -0.44170 -3.78931 -10.49807
H -1.15816 -1.42887 -10.62470
H -0.76484 0.08564 -8.71687
H 2.69672 1.57364 -6.80811
H 5.15454 1.49000 -6.64383
H 6.25984 -0.43223 -5.55169
H 4.89217 -2.27367 -4.62234
H 2.44823 -2.19316 -4.76651
H -2.03026 0.50119 -3.40835
H -4.42379 1.02384 -3.34618
H -5.90192 -0.09729 -1.71397
H -4.98581 -1.81670 -0.18995
H -2.58455 -2.36897 -0.24878
H -2.03512 -3.41109 -2.76236
H -1.63293 -5.82009 -3.04560
H 0.50721 -6.81884 -2.31663
H 2.24424 -5.39849 -1.27704
H 1.86485 -2.98817 -1.00459
*
```

The calculation puts the frontier orbital gap (alpha / beta) at 4.8 / 4.8 eV. The value obtained for the energy above the lowest of the compared OMol25 structures with the same formula, charge and spin is 50.71 kJ/mol. Its molar mass is 1128.1 g/mol. The HOMO energy (alpha / beta) is -12.72 / -12.72 eV. The electronic energy is -209504.699 eV.

Atomic partial charges in e from the Mulliken method, atoms 1 to 6: 3.0082, -1.5795, 0.8289, -0.5439, -0.5487, 0.1149

=====

Here is a cluster of 6 separate species, C7H27NO5 in total in a non-equilibrium geometry from OMol25. Energies are from ωB97M-V/def2-TZVPD.

ORCA input file:
```
! wB97M-V def2-TZVPD RIJCOSX def2/J DEFGRID3
* xyz 0 1
C 0.50869 -3.44683 2.48487
C 0.24288 -2.48118 1.31369
C 0.64968 -1.04957 1.61944
C -0.00431 -0.04817 0.67568
N 0.36702 -0.24327 -0.72826
C 1.58985 0.44346 -1.12618
C -0.77227 0.07779 -1.58907
C -1.34720 1.49720 -1.51213
H 0.35680 -2.92948 3.43398
H -0.23569 -4.24453 2.46956
H 1.53045 -3.82336 2.43576
H -0.81544 -2.55054 1.06430
H 0.83309 -2.86651 0.47940
H 0.48827 -0.72978 2.65465
H 1.73814 -0.93878 1.56684
H -1.07427 -0.20599 0.72737
H 0.26150 0.96948 0.92477
H 1.43668 1.50590 -1.34710
H 2.32331 0.35636 -0.33906
H 1.95028 -0.06492 -2.01202
H -0.54878 -0.14352 -2.63970
H -1.55269 -0.62835 -1.30113
H -0.73045 2.28318 -1.92610
H -2.31598 1.36577 -2.00355
H -1.69027 1.77510 -0.52299
O -0.12835 3.21454 2.01217
H -0.42846 3.85964 2.65600
H 0.34685 2.48205 2.40745
O -2.80561 -3.60196 0.52671
H -2.39093 -3.17086 -0.24081
H -3.26658 -4.27224 -0.00498
O 1.01098 4.01583 -2.66949
H 1.05289 3.06086 -2.64631
H 1.45722 4.38615 -1.89729
O 1.36720 4.86525 0.31324
H 0.93171 4.15058 0.81804
H 0.67914 5.11525 -0.31704
O -0.45093 -3.01819 -2.06398
H -0.26085 -2.76355 -1.14853
H -0.30359 -2.20281 -2.54823
*
```

The calculation puts the frontier orbital gap at 9.0 eV. The value obtained for the energy above the lowest of the compared OMol25 structures with the same formula, charge and spin is 145.96 kJ/mol. Its molar mass is 205.3 g/mol. The HOMO energy is -8.80 eV. The electronic energy is -19424.018 eV.

Atomic partial charges in e from the Mulliken method, atoms 1 to 6: -1.4459, 0.4661, -0.7686, -0.6223, 0.5559, -1.0274

=====

Here is a cluster of 2 separate species, C5H15NO2 in total in a non-equilibrium geometry from OMol25. Energies are from ωB97M-V/def2-TZVPD.

ORCA input file:
```
! wB97M-V def2-TZVPD RIJCOSX def2/J DEFGRID3
* xyz -1 2
C -1.90186 -1.62779 0.99770
C -0.53590 -1.01170 0.74464
C -0.35239 0.24044 1.82760
C 0.71593 1.19300 1.49538
C 0.67706 2.29912 0.32643
O 0.99480 1.60318 -0.81493
N 0.50515 -2.03112 0.71015
H -2.05013 -1.76358 2.14368
H -2.80647 -1.20504 0.56343
H -1.87295 -2.57369 0.48393
H -0.53364 -0.65858 -0.27323
H -0.38367 0.02386 2.91326
H -1.33194 0.84797 1.60755
H 1.02380 1.95158 2.30614
H 1.68161 0.60815 1.16215
H 1.34292 3.02795 0.60634
H -0.16406 2.85552 0.10596
H 1.12339 2.09586 -1.71746
H 1.37467 -1.77238 0.96365
H 0.19719 -2.93816 0.93961
H 0.20341 -1.20999 -3.63156
H -0.75811 0.01895 -4.12597
O -0.01969 -0.55930 -4.35619
*
```

The calculation puts the frontier orbital gap (alpha / beta) at 2.5 / 9.3 eV. The value obtained for the energy above the lowest of the compared OMol25 structures with the same formula, charge and spin is 250.27 kJ/mol. Its molar mass is 121.2 g/mol. Its expectation value of S² is 0.7505. The HOMO energy (alpha / beta) is 1.05 / -5.82 eV. The electronic energy is -11009.889 eV.

Atomic partial charges in e from the Mulliken method, atoms 1 to 6: -1.3968, -0.1284, -0.6415, -0.4390, -1.9251, 0.6991